(1)
13
Properties=species:S:1:pos:R:3:forces:R:3 method="wB97M-V/def2-TZVPD" multiplicity=1 smiles="[H]/N=C(/C=C)NN" e_homo_ev=-8.93 max_force_ha_per_bohr=0.020 gap_ev=9.88 relative_energy_kj_mol=164.0 total_charge=0
C 0.173 0.533 0.772 0.14 0.05 0.08
H -2.515 0.122 -1.396 -0.12 0.11 -0.02
H -1.207 -1.109 -1.104 0.12 -0.13 0.01
H 1.088 1.142 2.361 0.04 -0.15 -0.12
H -1.503 1.674 0.146 -0.01 0.10 0.01
N 1.366 -1.051 -0.768 -0.34 0.07 -0.31
H 1.201 -0.416 -1.548 0.10 -0.20 0.24
H 0.768 -1.872 -0.879 0.15 0.36 0.08
C -1.594 -0.127 -0.894 -0.05 -0.06 -0.02
C -1.028 0.726 -0.053 -0.28 -0.04 -0.34
N 0.249 1.281 1.801 -0.13 0.37 0.37
H 1.883 -0.500 1.113 -0.26 0.17 -0.39
N 1.119 -0.402 0.450 0.65 -0.66 0.41

---

(2)
56
Properties=species:S:1:pos:R:3:forces:R:3 method="wB97M-V/def2-TZVPD" multiplicity=1 smiles="CCCCCCCCCCCCCCOC(=O)c1cccnc1" e_homo_ev=-9.95 max_force_ha_per_bohr=0.015 gap_ev=10.23 relative_energy_kj_mol=30.7 total_charge=0
C 2.731 -0.011 -0.490 -0.07 0.01 -0.07
O -0.688 0.735 -3.669 0.07 -0.32 0.25
C 0.300 1.333 -3.001 0.17 0.20 -0.04
H -4.205 0.637 -1.738 0.00 -0.07 0.04
H -3.814 0.968 0.571 -0.07 0.01 0.06
H -1.881 0.781 -5.280 0.06 0.06 0.05
H -2.881 -0.819 2.011 -0.07 0.06 0.04
H -0.273 -1.316 -2.408 -0.07 0.06 -0.07
O 0.633 2.482 -3.165 -0.07 -0.10 0.01
H -2.708 2.204 1.165 -0.06 -0.02 0.08
C 2.261 -1.315 -0.407 0.22 0.18 0.11
H 3.531 -2.697 4.728 0.03 0.02 0.10
C -1.750 0.364 0.635 -0.33 0.11 0.31
H 4.804 -1.554 4.303 0.00 -0.05 0.09
H -1.803 -0.396 -0.147 0.07 -0.07 -0.08
H 5.196 -3.685 3.158 0.07 -0.10 -0.06
C -1.376 1.514 -4.647 -0.16 0.67 -0.40
C 4.414 -3.023 2.794 -0.06 0.06 0.25
H 2.391 1.894 -1.450 0.02 0.06 -0.01
H -3.430 2.946 -0.968 0.05 0.09 -0.06
C 0.974 0.409 -2.053 0.19 -0.15 0.22
H 0.908 -0.122 1.840 0.04 0.11 0.00
H 3.598 -3.639 2.425 -0.05 -0.10 -0.11
H -4.332 2.618 -3.194 -0.08 -0.04 -0.01
C -2.377 2.503 -4.053 0.02 -0.39 0.07
H -1.930 0.450 2.778 -0.07 0.04 0.07
C -1.914 -0.312 1.994 0.19 -0.23 -0.24
H 1.168 -2.246 4.011 -0.02 -0.11 0.01
C -3.283 1.117 -2.077 -0.05 0.22 -0.04
C -3.586 1.843 -3.389 0.19 -0.05 0.02
C 3.941 -2.099 3.911 0.03 0.17 -0.19
H 2.747 -0.347 4.243 -0.01 0.10 -0.05
C 2.073 0.868 -1.330 -0.19 -0.08 -0.12
H -1.771 2.385 -1.186 0.06 0.14 -0.02
H 3.592 0.303 0.080 0.07 0.00 0.06
H -1.859 3.148 -3.344 0.03 0.10 -0.08
H -1.147 -1.956 3.139 0.02 -0.10 -0.01
H -0.769 0.839 0.569 0.10 0.01 -0.09
C 0.578 -0.916 -1.875 -0.12 0.42 -0.29
C 0.512 -0.680 2.691 -0.10 -0.45 -0.04
H 4.816 -2.444 1.965 0.06 0.03 -0.13
C -0.816 -1.329 2.307 -0.06 0.35 0.15
C 2.890 -1.087 3.452 -0.06 -0.37 0.21
C 1.540 -1.721 3.128 0.12 0.49 -0.07
C -2.792 2.058 -0.976 -0.19 -0.26 0.12
H -2.549 0.332 -2.254 -0.07 -0.11 0.05
H 3.262 -0.558 2.571 0.04 0.12 -0.05
H 2.753 -2.046 0.220 0.11 -0.01 0.12
H -4.027 1.131 -4.093 -0.10 0.03 -0.06
H -0.664 -1.977 1.441 0.00 -0.12 -0.02
H -2.727 3.130 -4.876 0.07 0.05 -0.02
H -0.633 2.064 -5.235 -0.11 -0.16 0.03
C -2.831 1.420 0.413 0.31 0.06 -0.21
N 1.206 -1.754 -1.073 -0.12 -0.56 0.14
H 0.347 0.029 3.506 0.01 0.10 0.02
H 1.652 -2.456 2.330 -0.02 -0.14 -0.02

---

(3)
18
Properties=species:S:1:pos:R:3:forces:R:3 method="wB97M-V/def2-TZVPD" multiplicity=1 smiles="C=C(NC)[N+](=C)C" e_homo_ev=-12.84 max_force_ha_per_bohr=0.072 gap_ev=8.21 relative_energy_kj_mol=206.2 total_charge=+1
H -2.329 -2.012 -0.222 -0.68 0.47 -0.07
H -1.323 1.948 0.588 0.21 0.31 0.35
H -1.134 -3.144 0.299 -0.10 1.78 0.06
C -1.373 0.883 0.705 1.80 -0.51 -1.23
H -0.400 1.983 -1.589 1.61 -0.08 -0.21
N 0.790 0.874 -0.477 0.04 -2.87 1.73
C -1.439 -2.034 0.374 1.21 -2.54 -0.83
C 2.065 0.393 0.139 -0.96 0.96 0.85
H 0.505 -1.649 -0.430 -0.66 0.50 0.25
H 2.785 1.174 0.168 0.46 0.91 -0.20
H -2.157 0.500 1.309 -0.58 -0.54 0.02
H 2.519 -0.423 -0.357 -0.01 -0.99 -0.78
C 0.685 1.782 -1.318 -2.89 2.21 -0.80
C -0.443 0.134 0.056 0.17 1.22 -0.13
H 1.447 2.505 -1.580 0.43 -0.47 -0.19
N -0.398 -1.190 -0.265 -0.14 -0.66 1.06
H -1.628 -1.875 1.430 0.11 0.53 0.07
H 1.831 0.151 1.169 -0.04 -0.23 0.06

---

(4)
13
Properties=species:S:1:pos:R:3:forces:R:3 method="wB97M-V/def2-TZVPD" multiplicity=1 e_homo_ev=-6.43 max_force_ha_per_bohr=0.036 gap_ev=4.85 relative_energy_kj_mol=91.1 total_charge=0
Rb 1.322 -1.224 0.501 -0.54 -0.60 -0.65
Rb -2.047 2.960 2.450 -0.11 -0.34 -0.90
Rb 1.148 3.205 -2.063 -0.30 -0.50 0.33
O -0.397 0.668 -1.128 1.01 1.28 0.85
P -0.106 1.467 0.153 0.43 -0.02 -0.60
N -0.345 -3.508 -1.302 -0.40 0.40 -0.19
O -0.743 -4.120 -2.293 0.07 -0.32 -0.05
Rb 1.296 1.639 3.346 0.01 -0.24 -1.07
O -0.682 0.725 1.396 0.05 0.45 1.42
O 1.474 1.634 0.424 -0.52 -0.24 0.10
O 0.489 -4.028 -0.514 0.38 0.05 0.25
O -0.764 -2.349 -1.072 0.24 -0.20 0.19
O -0.645 2.933 0.103 -0.33 0.28 0.30

---

(5)
13
Properties=species:S:1:pos:R:3:forces:R:3 method="wB97M-V/def2-TZVPD" multiplicity=3 e_homo_ev="-7.84 / -7.68" max_force_ha_per_bohr=0.079 gap_ev="7.97 / 5.99" relative_energy_kj_mol=216.9 total_charge=0
H -2.434 -1.547 0.110 0.86 0.54 -0.24
N 1.451 1.453 0.247 -1.23 -0.54 1.14
C 1.306 0.642 -1.878 -2.58 0.54 -3.07
H -2.276 -1.376 1.797 0.48 0.42 -1.08
H 2.365 0.714 -2.062 0.49 -0.82 1.02
N -0.299 -0.019 -0.302 -1.91 -1.80 -0.75
N 0.801 0.720 -0.481 3.57 1.78 -0.16
N -1.928 -1.093 0.863 -1.41 -1.31 1.74
H 1.020 1.618 -2.399 -0.27 -1.18 0.79
C -0.796 -0.344 0.861 -0.90 0.35 -2.60
I 0.419 -0.769 3.648 -0.35 0.31 -0.24
C -0.384 0.185 2.048 2.12 0.65 2.56
H 0.755 -0.184 -2.450 1.13 1.05 0.88

---

(6)
37
Properties=species:S:1:pos:R:3:forces:R:3 method="wB97M-V/def2-TZVPD" multiplicity=1 e_homo_ev="-5.72 / -5.71" max_force_ha_per_bohr=0.011 gap_ev="5.59 / 5.59" relative_energy_kj_mol=0.0 total_charge=0
C -0.788 -0.237 -2.305 0.15 -0.06 0.21
H -2.996 -2.382 0.060 0.02 0.02 -0.01
H -1.184 -2.043 -3.181 0.10 -0.04 0.00
H 2.506 -1.629 0.841 0.00 -0.03 -0.02
O 2.308 0.339 0.266 0.35 -0.16 0.01
C -2.991 0.374 1.990 0.00 0.00 0.01
H 1.308 0.564 2.056 -0.01 0.03 -0.02
C 2.035 -1.023 0.055 -0.08 0.05 0.05
Se 0.290 4.653 -1.026 0.26 0.13 0.06
H 2.180 -2.396 -1.607 0.02 -0.01 0.03
H 3.781 2.267 1.431 0.00 -0.01 0.00
H -3.918 0.006 2.423 0.00 -0.01 0.01
H -0.278 -0.976 -4.128 -0.01 0.01 -0.01
C 2.312 0.711 1.628 -0.10 0.01 -0.02
C 2.741 2.154 1.737 0.01 0.07 0.02
H -1.881 -2.264 1.435 0.00 0.01 0.01
H 2.129 2.789 1.095 -0.04 -0.03 0.00
N -0.966 1.098 0.239 -0.19 0.12 0.18
H -2.199 0.298 2.746 0.00 0.00 0.00
H 0.475 0.934 -3.149 0.00 -0.01 0.00
H -1.124 1.493 1.154 0.02 -0.05 0.02
H -3.137 1.421 1.729 0.00 0.00 -0.02
N -1.556 -0.612 -1.213 -0.16 0.02 -0.06
C 2.564 -1.419 -1.306 -0.01 -0.03 -0.08
H 2.262 -0.677 -2.046 -0.03 0.00 0.02
C -2.790 -1.849 0.987 -0.01 -0.03 0.03
H -3.628 -2.052 1.650 0.00 0.01 0.00
H 2.999 0.055 2.183 -0.02 -0.01 0.02
H -2.281 -1.278 -1.410 -0.09 0.09 -0.06
N -2.704 -0.403 0.794 0.03 -0.05 0.03
Pt -0.016 2.449 -1.017 -0.51 0.13 -0.13
H 2.642 2.497 2.769 0.03 0.00 -0.01
N -0.052 0.802 -2.296 0.14 -0.05 -0.27
H 3.653 -1.464 -1.302 0.00 0.03 0.00
C -1.705 0.091 -0.024 0.21 -0.15 -0.02
N -0.940 -1.087 -3.378 -0.07 -0.01 0.01
H 0.949 -1.202 0.119 0.00 0.01 0.01

---

(7)
37
Properties=species:S:1:pos:R:3:forces:R:3 method="wB97M-V/def2-TZVPD" multiplicity=1 e_homo_ev=-11.32 max_force_ha_per_bohr=0.073 gap_ev=8.55 relative_energy_kj_mol=143.2 total_charge=+1
H 0.516 -2.028 -0.973 -0.79 -0.22 -1.63
H 1.030 2.126 -1.956 -0.08 0.38 -0.09
C -2.691 -1.355 -0.502 -0.44 -0.08 -2.05
H -1.294 0.432 1.658 -1.38 -0.20 -0.90
H 1.370 0.082 2.067 -0.53 0.73 0.99
H -3.417 0.380 -1.442 -1.28 1.16 -0.49
H -1.354 2.732 0.683 0.79 -0.07 -0.58
H -0.326 -1.102 0.422 0.64 -1.24 -0.67
H 2.481 1.971 1.191 0.46 -1.16 -0.29
C -0.575 1.509 -0.570 1.95 -2.78 -0.04
H 2.108 -1.511 2.089 0.38 1.33 -0.57
C -2.206 0.434 0.938 2.12 0.26 2.77
N -1.678 0.758 -0.370 -0.83 -0.32 -0.36
H 0.490 0.550 -2.376 -0.61 -0.93 -0.36
O -0.550 2.665 0.116 -0.37 1.66 0.52
H 2.344 -1.738 -1.397 0.62 -1.36 -0.59
H 2.624 2.171 -0.475 1.01 0.97 -0.48
H 0.860 -2.448 0.625 -0.09 -0.90 0.63
H 3.248 -0.372 -1.386 0.76 0.64 0.06
H -4.023 -0.799 1.284 0.88 -0.01 -1.13
C 2.866 -1.116 -0.709 -2.04 1.76 -1.95
H -1.797 -1.955 -0.625 0.18 0.08 0.55
C 1.727 -0.597 0.125 -0.87 -0.36 0.92
C -2.457 -0.014 -1.296 1.07 -2.73 -1.19
C 0.560 -1.644 -0.003 0.44 2.82 2.43
C 1.186 0.751 -0.202 -1.68 1.72 -1.63
H 3.140 -0.049 1.726 -0.30 -0.08 0.13
H 1.280 2.676 0.502 0.81 -0.47 -1.18
C 0.567 1.229 -1.566 -0.06 0.86 2.69
H -2.886 1.148 1.345 -0.44 1.03 0.09
N 2.022 1.940 0.278 -2.51 0.61 1.24
C -2.977 -0.896 0.880 1.29 -1.18 2.27
H -2.500 -1.691 1.549 -0.56 1.27 -0.39
H 3.584 -1.535 -0.117 2.02 -1.49 1.07
H -1.951 -0.181 -2.277 -0.37 0.26 0.76
H -3.457 -2.042 -0.838 -0.51 0.38 -0.66
C 2.137 -0.480 1.600 0.30 -2.33 0.13

---

(8)
51
Properties=species:S:1:pos:R:3:forces:R:3 method="wB97M-V/def2-TZVPD" multiplicity=1 smiles="CCCCCCCC[n+]1nc(B(C)O)cc(CN)c1CON=O" e_homo_ev=-13.19 max_force_ha_per_bohr=0.051 gap_ev=8.74 total_charge=+1
H -1.970 -2.635 1.377 -0.14 -0.47 0.20
H 3.550 1.530 0.861 -0.63 -0.17 -0.44
C 0.120 0.627 -1.284 0.77 1.60 -0.11
H 0.842 -0.132 -0.933 -0.79 0.07 -0.27
C 3.212 0.944 -1.284 -0.07 0.89 0.40
H 2.955 -1.051 2.153 0.48 -0.28 -0.31
H -1.309 3.763 1.763 -0.48 0.59 0.15
H 2.245 0.270 0.596 0.52 0.48 -0.08
O -1.505 -3.652 -3.442 -0.47 0.36 0.02
H 2.714 -3.451 1.495 0.17 0.28 -0.47
C 3.787 -1.507 1.569 -0.36 0.00 -0.52
O -4.658 2.919 1.512 1.05 -0.61 0.49
H 4.234 1.286 -1.554 -0.56 -0.37 -0.03
H -2.664 -3.957 0.680 0.04 0.04 0.36
C -2.998 -0.857 0.262 -0.58 2.22 0.38
H -2.611 4.498 2.814 0.17 -0.29 -0.52
H 2.673 3.050 -1.530 -0.40 -0.53 -0.11
H 4.565 -1.772 2.313 -0.35 0.05 -0.53
H 4.188 -3.341 0.488 -0.56 0.14 -0.02
N -1.178 0.542 -0.509 2.09 -0.62 -1.14
C -2.703 1.517 0.694 -1.46 1.87 1.10
N -2.207 -2.804 -3.084 -0.08 -1.32 -0.63
C 2.218 2.060 -1.747 0.20 -0.54 0.02
C -3.474 0.338 0.882 1.50 -1.38 -1.30
H -2.541 4.916 1.079 0.26 -0.46 0.42
B -3.284 2.876 1.364 -0.56 0.72 0.34
H 0.219 2.831 -1.484 0.18 -0.49 0.54
C 3.225 0.667 0.249 1.05 -1.27 -0.67
H 4.510 -1.037 -0.423 -0.08 0.50 0.42
H 0.996 2.158 0.029 -0.40 0.03 -0.63
C -3.718 -2.201 0.380 0.74 -0.18 0.53
H -4.680 -2.104 0.921 0.46 0.30 -0.60
H -1.651 -2.788 -0.949 0.18 0.81 0.27
C -1.174 -1.830 -1.242 -0.21 -0.16 -0.19
H -0.141 0.521 -2.353 0.23 -0.28 0.55
C 4.298 -0.466 0.506 -0.25 -0.24 0.84
C 0.823 2.005 -1.057 0.29 -0.11 -0.36
H 5.260 -0.030 0.850 -0.60 -0.11 -0.33
H 2.117 1.982 -2.848 -0.04 0.17 0.51
C 3.285 -2.790 0.816 0.61 0.30 0.77
O -1.445 -1.662 -2.653 0.91 1.03 1.05
H 3.028 -0.004 -1.833 0.07 0.46 0.35
H 2.697 -2.532 -0.086 0.14 -0.11 0.50
H -0.094 -1.973 -1.041 -0.55 0.28 -0.28
N -2.856 -3.111 1.212 -0.13 0.49 -0.87
H -4.391 0.379 1.482 0.41 0.00 -0.36
C -1.785 -0.641 -0.472 -0.97 -1.85 0.36
H -4.910 3.510 2.238 -0.13 0.16 -0.54
N -1.553 1.675 0.039 -1.75 -1.82 0.53
H -3.895 -2.628 -0.629 -0.04 0.32 0.51
C -2.367 4.092 1.811 0.09 -0.56 -0.33